No. 1
Density functional theory data (the ωB97M-V functional and the def2-TZVPD basis) for a 10-piece molecular cluster, C10H40O10 overall at a distorted geometry.

## Properties
SMILES ... CO.CO.CO.CO.CO.CO.CO.CO.CO.CO
HOMO-LUMO gap ... 10.2 eV
Maximum force ... 2.7 eV/Å

Positions of all 60 atoms, in Å:
C 2.847 4.040 0.332
O 1.864 3.367 1.144
H 3.824 3.906 0.676
H 2.751 3.866 -0.760
H 2.668 5.073 0.510
H 2.237 2.514 1.407
C 0.849 1.927 -3.073
O 0.728 1.103 -1.894
H 1.040 1.279 -3.908
H -0.083 2.392 -3.345
H 1.670 2.645 -2.899
H 0.395 1.645 -1.202
C -4.672 2.400 -0.930
O -4.474 0.988 -0.725
H -4.490 2.752 0.059
H -4.016 2.936 -1.667
H -5.689 2.604 -1.258
H -4.815 0.569 -1.519
C 2.481 -1.623 -0.261
O 2.994 -0.289 -0.313
H 2.211 -1.979 -1.241
H 3.212 -2.316 0.065
H 1.646 -1.593 0.452
H 2.219 0.199 -0.637
C -2.696 -5.827 0.728
O -2.434 -5.016 -0.395
H -2.085 -6.734 0.733
H -2.622 -5.339 1.709
H -3.810 -6.074 0.663
H -1.779 -4.383 -0.105
C -1.274 4.275 -0.468
O -0.667 3.047 -0.176
H -1.191 4.429 -1.522
H -2.329 4.237 -0.152
H -0.817 5.159 0.056
H 0.211 3.188 0.242
C -1.733 0.537 1.876
O -2.162 -0.106 0.681
H -1.105 1.462 1.765
H -2.601 0.863 2.431
H -1.185 -0.135 2.572
H -2.284 0.644 0.067
C 0.547 -4.536 1.787
O 0.084 -5.386 2.814
H -0.144 -3.674 1.812
H 1.583 -4.288 1.886
H 0.345 -4.981 0.794
H 0.659 -5.311 3.531
C 5.255 1.657 1.700
O 3.889 1.492 1.953
H 5.398 2.374 0.868
H 5.716 2.196 2.611
H 5.750 0.662 1.490
H 3.517 0.855 1.300
C -1.263 -2.475 -2.371
O -0.908 -2.473 -0.988
H -1.461 -1.381 -2.519
H -0.434 -2.699 -3.090
H -2.179 -3.017 -2.695
H -1.190 -1.643 -0.603

No. 2
Density functional theory data (the ωB97M-V functional and the def2-TZVPD basis) for a 10-piece molecular cluster, C10H40O10 overall at a distorted geometry.

## Properties
SMILES ... CO.CO.CO.CO.CO.CO.CO.CO.CO.CO
HOMO-LUMO gap ... 10.3 eV
Maximum force ... 2.3 eV/Å

Positions of all 60 atoms, in Å:
C -0.693 -3.844 0.915
O -1.724 -3.013 1.441
H -0.115 -3.315 0.141
H -0.017 -4.081 1.722
H -1.122 -4.817 0.622
H -2.400 -2.894 0.731
C 3.278 1.475 -2.286
O 3.301 0.296 -1.503
H 4.292 1.588 -2.640
H 2.550 1.271 -3.087
H 3.033 2.291 -1.626
H 2.372 0.173 -1.249
C -3.540 2.993 -0.701
O -3.941 1.948 0.146
H -4.042 2.865 -1.661
H -3.885 3.967 -0.237
H -2.451 2.953 -0.948
H -3.400 2.024 0.930
C 2.998 -1.659 1.111
O 2.970 -2.930 1.706
H 3.008 -1.643 0.037
H 2.146 -1.119 1.485
H 3.868 -1.106 1.476
H 3.486 -3.539 1.134
C 2.884 3.277 0.966
O 2.308 3.326 2.251
H 2.492 4.089 0.342
H 3.972 3.355 1.041
H 2.610 2.322 0.502
H 2.869 3.845 2.809
C 0.620 -2.531 -3.195
O 0.550 -3.772 -3.858
H -0.370 -2.021 -3.267
H 0.886 -2.664 -2.149
H 1.321 -1.802 -3.596
H 0.520 -3.507 -4.790
C -0.388 0.684 -1.695
O 0.568 0.321 -0.713
H -0.826 1.662 -1.546
H 0.105 0.768 -2.678
H -1.159 -0.096 -1.830
H 0.057 0.229 0.100
C 0.139 -0.457 3.118
O -0.609 -0.503 1.864
H 0.540 -1.407 3.433
H 1.002 0.208 3.047
H -0.488 -0.014 3.901
H -1.158 -1.298 1.866
C -0.714 2.746 1.700
O -1.842 1.905 1.644
H -1.111 3.770 1.852
H -0.032 2.678 2.534
H -0.038 2.816 0.853
H -1.603 0.986 1.858
C -3.841 -1.126 -0.579
O -3.359 -2.487 -0.724
H -3.098 -0.508 -0.111
H -3.976 -0.688 -1.543
H -4.729 -0.942 -0.011
H -4.076 -3.048 -1.049

- Look up the HOMO-LUMO gap of the first one.
  10.2 eV

- Look up the maximum force of the first one.
  2.7 eV/Å

- maximum force of number 2 (C10H40O10)?
  2.3 eV/Å

- Which value of maximum force does entry 2 give?
  2.3 eV/Å